Below is 2 unconnected molecules or ions with the total composition C7H10, with properties calculated with wB97M-V/def2-TZVPD.

Structure (XYZ):
```
17
C7H10 wB97M-V/def2-TZVPD
C 2.1655 -0.2901 0.4932
C 0.8022 -0.2692 1.1796
C 0.5900 -1.7980 -1.0132
C -2.3200 0.1517 -0.3920
C 1.5090 1.0054 0.8406
C -2.2167 1.4366 -0.7096
C 1.0138 -0.9624 -0.0798
H 1.1088 1.6295 0.0413
H 0.5202 -0.6409 2.1563
H 1.9462 1.5556 1.6729
H -2.2626 -0.6275 -1.1479
H 3.1035 -0.6991 0.8446
H -0.4235 -2.1845 -1.0225
H -2.0774 1.7590 -1.7386
H -2.4536 -0.1762 0.6363
H -2.2685 2.2183 0.0443
H 1.2632 -2.1083 -1.8053
```

Summary:
Relative energy (zero: lowest compared OMol25 entry of this formula, charge and spin) (kJ/mol): 388.2
Molar mass (g mol⁻¹): 94.2
SMILES: C=C1[C@H]2C[C@@H]12.C=C
HOMO (eV): -8.543
Kohn-Sham gap (eV): 9.7
Energy (hartree): -272.57013

natural (NBO) population analysis, charges in e, atoms 1 to 2: -0.23 -0.23

---

Below is a single C7H10 molecule at a distorted geometry, with properties calculated with wB97M-V/def2-TZVPD.

Structure (XYZ):
```
17
C7H10 wB97M-V/def2-TZVPD
C -0.7509 -0.0023 -0.0485
C 0.0151 1.5205 -0.6093
C 0.0548 -1.0407 -0.8545
C -1.1011 -0.1051 1.4299
C 2.2036 -0.0218 0.1015
C 0.8944 0.1363 -0.6174
C -1.3687 1.0123 -0.9043
H -0.3957 -1.1497 -1.8305
H 0.2304 -1.9000 -0.3498
H 2.4454 0.8306 0.6163
H -2.0280 -0.6886 1.3809
H -1.1477 0.8841 1.5818
H 2.9617 -0.2877 -0.6718
H -1.8626 0.6121 -1.8230
H -2.0316 1.7043 -0.3479
H 2.2726 -0.8372 0.7884
H -0.3918 -0.6670 2.1583
```

Summary:
Relative energy (zero: lowest compared OMol25 entry of this formula, charge and spin) (kJ/mol): 532.5
Molar mass (g mol⁻¹): 94.2
HOMO (eV): -7.966
Kohn-Sham gap (eV): 8.9
Energy (hartree): -272.51518

natural (NBO) population analysis, charges in e, atoms 1 to 2: 0.07 -0.09